No. 1
# C17H36NO7

3 unconnected molecules or ions with the total composition C17H36NO7 (wB97M-V/def2-TZVPD, the Open Molecules 2025 dataset).

* E_LUMO: 2.48 eV
* net charge: -1
* energy relative to the best compared isomer or geometry (same formula, charge and spin): 0.0000 eV
* gap between HOMO and LUMO: 4.4 eV
* E_tot: -1250.67886 Eh
* HOMO: -1.876 eV

Cartesian coordinates (Å):
1 C 0.8263 2.0513 0.5877
2 C -0.5494 1.8630 -0.0359
3 O -0.7525 0.6074 -0.6552
4 C 0.0259 0.4423 -1.8298
5 C -0.4352 -0.7931 -2.5951
6 O 0.3511 -1.9282 -2.3677
7 C 0.1688 -2.5252 -1.0955
8 C 1.5288 -2.7865 -0.4263
9 O 2.4244 -1.7560 -0.6947
10 C 2.6230 -0.8315 0.4728
11 C 3.4492 0.3534 0.2192
12 C 4.8567 0.0588 -0.2938
13 N 5.4492 1.1586 -1.0853
14 H 1.6426 2.0033 -0.1387
15 H 0.8558 3.0464 1.0475
16 H 1.0114 1.3193 1.3771
17 H -1.3165 1.9433 0.7417
18 H -0.7410 2.6630 -0.7759
19 H -0.1097 1.3270 -2.4763
20 H 1.0945 0.3299 -1.5984
21 H -1.5049 -0.9733 -2.3821
22 H -0.3462 -0.5897 -3.6691
23 H -0.3830 -3.4714 -1.2266
24 H -0.4277 -1.8780 -0.4405
25 H 1.3374 -2.8366 0.6611
26 H 1.9380 -3.7567 -0.7466
27 H 1.6084 -0.5259 0.7884
28 H 3.0351 -1.4769 1.2728
29 H 2.9358 1.0200 -0.5013
30 H 4.9104 -0.8498 -0.9205
31 H 5.5503 -0.1192 0.5459
32 H 4.7222 1.4779 -1.7217
33 H 5.5921 1.9424 -0.4541
34 O -0.5982 1.5340 3.9180
35 C 0.2097 0.8388 4.4721
36 O 1.4931 1.2367 4.4890
37 C 2.5108 0.5732 5.2528
38 C 3.0650 -0.6455 4.5509
39 C -0.1749 -0.4835 5.0942
40 H 2.1360 0.3435 6.2532
41 H 3.2848 1.3309 5.3660
42 H 2.3042 -1.4154 4.4227
43 H 3.8819 -1.0697 5.1375
44 H 3.4487 -0.3863 3.5612
45 H -0.1568 -1.2383 4.3071
46 H -1.1938 -0.3962 5.4627
47 H 0.4755 -0.8098 5.9003
48 O -7.1658 -0.4235 -5.1735
49 C -6.3372 -0.2592 -4.3190
50 O -6.2783 0.9404 -3.7052
51 C -5.4173 1.1942 -2.5848
52 C -4.0060 1.5344 -3.0057
53 C -5.3359 -1.3332 -3.9627
54 H -5.4415 0.3543 -1.8898
55 H -5.8801 2.0401 -2.0789
56 H -3.5303 0.7024 -3.5255
57 H -3.3992 1.7690 -2.1299
58 H -4.0055 2.3939 -3.6766
59 H -4.5027 -1.2644 -4.6628
60 H -5.8179 -2.2971 -4.1028
61 H -4.9397 -1.2730 -2.9537

Atoms 1-3, force components in eV/Å:
-0.34 0.37 -0.04
0.08 0.33 0.26
-0.08 -0.15 -0.12

---

No. 2
# C17H37N2O10S2

3 unconnected molecules or ions with the total composition C17H37N2O10S2 (wB97M-V/def2-TZVPD, the Open Molecules 2025 dataset).

* E_LUMO: 2.41 eV
* net charge: -1
* gap between HOMO and LUMO: 6.7 eV
* E_tot: -2328.28224 Eh
* HOMO: -4.256 eV

Cartesian coordinates (Å):
1 C 1.9298 0.6706 -3.2640
2 C 0.8874 0.2066 -2.2482
3 C 1.1211 0.7618 -0.8263
4 N -0.1357 1.1200 -0.1815
5 C -0.1146 0.9806 1.2718
6 N 0.2014 -0.3760 1.7150
7 C -0.5812 -1.3897 1.0094
8 C 0.0109 -2.7864 1.2794
9 C 1.1410 -3.1460 0.3048
10 C 2.5393 -2.9634 0.8592
11 O 2.6834 -3.5825 2.1600
12 C 3.4405 -2.8073 2.9958
13 C 2.6278 -1.9604 3.9171
14 O 4.6326 -2.8248 2.9469
15 C -1.4263 1.5199 1.9039
16 O -2.1684 2.2270 1.1964
17 O -1.5470 1.2212 3.1112
18 H 2.8942 0.1931 -3.0855
19 H 2.0615 1.7505 -3.1875
20 H 1.6079 0.4393 -4.2798
21 H -0.0929 0.5697 -2.5601
22 H 0.8392 -0.8826 -2.2150
23 H 1.6336 -0.0043 -0.2438
24 H 1.8136 1.6121 -0.8966
25 H -0.3152 2.1033 -0.3371
26 H 0.6640 1.6433 1.6829
27 H -0.1390 -0.3819 2.6753
28 H -1.6361 -1.3779 1.3116
29 H -0.5632 -1.2236 -0.0649
30 H -0.7708 -3.5428 1.2714
31 H 0.4356 -2.7375 2.2810
32 H 1.0645 -2.5347 -0.5960
33 H 1.0350 -4.1795 -0.0360
34 H 2.7716 -1.8976 0.9240
35 H 3.2931 -3.4062 0.2053
36 H 2.2824 -1.0916 3.3521
37 H 1.7630 -2.5155 4.2705
38 H 3.2193 -1.6306 4.7661
39 O -2.2219 -3.3778 -1.7850
40 S -3.5508 -2.9866 -1.4243
41 O -4.0249 -3.1898 -0.0920
42 O -4.5661 -3.6790 -2.4467
43 C -4.4711 -5.1071 -2.6015
44 C -5.0461 -5.8708 -1.4248
45 C -3.8279 -1.3161 -1.8892
46 H -3.4305 -5.3803 -2.7857
47 H -5.0350 -5.3256 -3.5067
48 H -4.4627 -5.7067 -0.5207
49 H -5.0467 -6.9393 -1.6443
50 H -6.0674 -5.5484 -1.2224
51 H -3.4930 -1.1745 -2.9127
52 H -3.2426 -0.7008 -1.2047
53 H -4.8864 -1.0956 -1.7830
54 O 1.0043 4.0456 0.5275
55 S 0.6551 5.4286 0.5394
56 O -0.0457 6.0059 -0.5661
57 O 1.9786 6.2810 0.8173
58 C 3.1067 6.0376 -0.0439
59 C 2.9395 6.6385 -1.4258
60 C -0.1968 5.7931 2.0290
61 H 3.2945 4.9636 -0.0949
62 H 3.9505 6.4960 0.4689
63 H 2.1337 6.1547 -1.9747
64 H 3.8630 6.5176 -1.9936
65 H 2.7013 7.7000 -1.3550
66 H 0.3568 5.3714 2.8626
67 H -1.1732 5.3171 1.9436
68 H -0.2986 6.8713 2.1208

Atoms 1-3, force components in eV/Å:
-0.15 -0.20 0.18
-0.04 0.52 0.10
0.15 -0.21 -0.38

---

No. 3
# C17H37N2O10S5

A molecular structure, C17H37N2O10S5 at a distorted geometry (wB97M-V/def2-TZVPD, the Open Molecules 2025 dataset).

* E_LUMO: 2.14 eV
* net charge: -1
* gap between HOMO and LUMO: 8.6 eV
* E_tot: -3522.82467 Eh
* HOMO: -6.494 eV

Cartesian coordinates (Å):
1 N -0.8468 -2.3153 -6.4371
2 C -0.0749 -1.1837 -6.9615
3 C 1.3182 -1.0215 -6.2970
4 C 1.6422 -2.0983 -5.2881
5 C 3.1057 -2.1086 -4.8413
6 C 3.4889 -1.3095 -3.5800
7 S 2.7531 0.3018 -3.3122
8 O 3.1430 1.1159 -4.4091
9 O 3.3243 0.7165 -2.0564
10 N 1.1619 0.2089 -3.2090
11 S 0.6677 -0.6487 -1.9682
12 O 0.3908 0.1837 -0.8399
13 O -0.4447 -1.4345 -2.3872
14 H -1.0943 -2.1243 -5.4733
15 H -1.6865 -2.4246 -6.9884
16 H 0.0879 -1.3263 -8.0228
17 H -0.6162 -0.2549 -6.8297
18 H 2.0911 -1.0124 -7.0510
19 H 1.3117 -0.0507 -5.8376
20 H 1.4723 -3.0339 -5.8008
21 H 0.9607 -2.0905 -4.4557
22 H 3.3293 -3.1411 -4.6025
23 H 3.7392 -1.8546 -5.6760
24 H 3.3691 -1.9308 -2.7094
25 H 4.5419 -1.0827 -3.6357
26 H 1.6539 -1.5081 -1.6216
27 C -1.1693 2.7702 0.1165
28 C -0.4402 3.8069 0.9742
29 C -1.4958 4.7450 1.5798
30 S -3.0028 3.7696 1.7052
31 O -3.9993 4.3349 0.8250
32 O -3.3082 3.5233 3.0967
33 C -2.3389 2.2855 0.9621
34 H -0.5126 1.9425 -0.1470
35 H -1.5392 3.2336 -0.8014
36 H 0.0958 3.2655 1.7509
37 H 0.2931 4.3661 0.3928
38 H -1.2257 5.0945 2.5733
39 H -1.7051 5.5943 0.9323
40 H -3.1156 1.7864 0.3866
41 H -1.9964 1.6461 1.7749
42 C -2.6127 -0.7422 4.7618
43 C -3.7223 -0.5745 3.7142
44 C -3.9173 -1.9369 3.0321
45 S -3.4479 -3.1755 4.2469
46 O -2.2799 -3.8758 3.7748
47 O -4.6185 -3.9001 4.6817
48 C -2.9502 -2.0225 5.5201
49 H -2.5555 0.1148 5.4301
50 H -1.6483 -0.8446 4.2679
51 H -4.6490 -0.2721 4.2061
52 H -3.4755 0.1947 2.9865
53 H -4.9491 -2.1102 2.7394
54 H -3.2633 -2.0565 2.1705
55 H -2.1107 -2.4364 6.0736
56 H -3.8032 -1.8796 6.1832
57 C 2.9556 0.1762 1.5037
58 C 3.7467 0.2996 2.8160
59 C 2.8241 0.9637 3.8477
60 S 1.1475 0.5250 3.3652
61 O 0.4474 1.7249 2.9713
62 O 0.5873 -0.3843 4.3377
63 C 1.5918 -0.3814 1.8925
64 H 3.4570 -0.4687 0.7857
65 H 2.8368 1.1576 1.0416
66 H 4.0320 -0.6949 3.1650
67 H 4.6618 0.8751 2.6840
68 H 3.0022 0.6064 4.8584
69 H 2.9019 2.0487 3.8192
70 H 0.8295 -0.2319 1.1257
71 H 1.6526 -1.4349 2.1665

Atoms 1-3, force components in eV/Å:
0.28 -0.02 -0.25
0.41 -0.21 0.28
-0.86 0.15 0.17

---

Which formula does entry 2 have? C17H37N2O10S2